The following is a quantum chemistry calculation of a cluster of 12 separate species, C72H174N12O15 in total at a distorted geometry, from the OMol25 dataset.

The HOMO energy is -17.41 eV. The calculation puts the HOMO-LUMO gap at 6.5 eV. The net charge is +6.

Geometry as XYZ:
```
273
Properties=species:S:1:pos:R:3:lowdin_charge:R:1
C 22.07250 16.15375 15.79648 -0.06
C 21.14900 17.22863 16.46050 -0.21
C 21.09262 17.14050 18.03418 -0.08
N 19.98947 17.97081 18.76056 -0.18
C 20.19456 19.48751 18.85574 0.02
C 19.97216 17.44359 20.21662 -0.11
C 18.91880 16.35089 20.27741 -0.14
C 18.21346 16.31041 18.97149 -0.14
C 18.52832 17.64980 18.33814 -0.09
H 22.27028 16.31939 14.73746 0.07
H 21.73562 15.16086 16.09442 0.07
H 22.97800 16.23057 16.39838 0.05
H 20.11820 17.11964 16.12329 0.07
H 21.38226 18.26770 16.22808 0.07
H 22.00812 17.63054 18.36558 0.11
H 21.19106 16.12929 18.42900 0.13
H 19.33382 20.07773 19.17016 0.08
H 20.33262 19.72798 17.80160 0.07
H 21.08392 19.60742 19.47442 0.09
H 19.74530 18.25164 20.91210 0.09
H 20.96982 17.12064 20.51410 0.11
H 18.33976 16.61613 21.16196 0.12
H 19.39446 15.41450 20.56900 0.10
H 17.13159 16.27833 19.10031 0.12
H 18.53420 15.49568 18.32228 0.12
H 17.88716 18.37907 18.83328 0.11
H 18.36307 17.77643 17.26822 0.12
C 15.32746 15.85174 22.48740 -0.07
C 14.25540 16.44439 21.49876 -0.19
C 14.58754 17.96286 21.18722 -0.10
N 13.66534 18.64785 20.19282 -0.22
C 13.64768 17.79769 18.91131 0.03
C 13.97108 20.12799 19.82164 -0.07
C 12.61000 20.77061 19.46458 -0.12
C 11.49104 19.72922 19.77197 -0.12
C 12.18474 18.67995 20.66797 -0.07
H 14.93234 14.93469 22.92444 0.09
H 15.64242 16.53725 23.27416 0.08
H 16.21090 15.61099 21.89608 0.05
H 13.29000 16.36421 21.99842 0.11
H 14.28274 15.74414 20.66388 0.10
H 15.58978 18.07088 20.77256 0.11
H 14.55822 18.58325 22.08296 0.14
H 14.68940 17.68966 18.60926 0.08
H 13.09304 18.32579 18.13569 0.10
H 13.21580 16.81875 19.11932 0.10
H 14.76340 20.25972 19.08476 0.10
H 14.27570 20.57989 20.76562 0.12
H 12.68154 20.99137 18.39957 0.09
H 12.45650 21.71014 19.99544 0.13
H 11.03170 19.30794 18.87774 0.11
H 10.63830 20.13964 20.31280 0.13
H 11.72358 17.70523 20.50874 0.13
H 12.09072 18.86795 21.73752 0.15
C 20.82969 18.21366 23.41842 -0.07
C 22.10654 17.49617 23.86522 -0.23
C 23.05748 17.13117 22.78716 -0.13
N 24.47178 16.57732 23.27982 -0.22
C 24.14850 15.24270 24.00244 0.05
C 25.26938 17.53724 24.10914 -0.06
C 26.78192 17.41863 23.60798 -0.11
C 26.74274 16.23525 22.63950 -0.15
C 25.29768 16.28231 22.03122 -0.09
H 21.13962 19.08476 22.84118 0.07
H 20.30568 18.60573 24.29008 0.10
H 20.09370 17.61372 22.88316 0.06
H 21.75400 16.63194 24.42816 0.12
H 22.58450 18.19122 24.55556 0.12
H 23.23326 17.96346 22.10560 0.12
H 22.59542 16.36779 22.16118 0.10
H 23.53132 15.46832 24.87208 0.11
H 25.06294 14.79844 24.39554 0.11
H 23.55476 14.57714 23.37584 0.08
H 25.08556 17.30890 25.15898 0.14
H 24.92222 18.52858 23.81788 0.13
H 27.50406 17.35373 24.42188 0.13
H 26.91298 18.34877 23.05504 0.08
H 26.89784 15.36636 23.27910 0.12
H 27.62058 16.31143 21.99786 0.10
H 24.97356 15.33641 21.59726 0.10
H 25.06606 17.05276 21.29580 0.11
C 22.38426 24.29727 20.85788 -0.04
C 22.05762 24.80168 19.42813 -0.12
N 22.37926 23.83728 18.21644 -0.19
C 21.38060 22.65822 18.30516 0.01
C 22.32266 24.47353 16.78180 -0.13
C 20.95726 25.03654 16.42010 -0.03
C 23.88240 23.31974 18.50146 -0.04
C 24.64738 22.53914 17.38074 -0.15
O 23.84766 21.46642 16.84139 -0.21
C 23.75096 20.32699 17.64534 -0.10
H 23.42618 24.22332 21.16942 0.08
H 22.02382 23.27341 20.95734 0.07
H 21.92158 24.89644 21.64212 0.10
H 22.61044 25.68320 19.10346 0.13
H 21.00864 25.09756 19.41412 0.12
H 21.28706 22.21942 17.31178 0.10
H 20.42526 23.04294 18.66212 0.09
H 21.73132 21.90515 19.01082 0.07
H 22.70178 23.74372 16.06645 0.12
H 23.14896 25.18125 16.84850 0.13
H 20.74538 25.98627 16.91124 0.10
H 20.16143 24.29172 16.42016 0.06
H 20.98594 25.34136 15.37398 0.10
H 23.80784 22.65612 19.36294 0.11
H 24.47190 24.19197 18.78400 0.14
H 25.57116 22.04711 17.68508 0.10
H 24.94634 23.29068 16.65005 0.13
H 24.75574 19.91499 17.73904 0.07
H 23.22904 19.49696 17.16914 0.08
H 23.37138 20.54734 18.64308 0.08
C 20.36774 9.74524 21.28462 -0.01
C 21.37580 9.62510 20.00734 -0.08
N 22.41180 10.84491 19.80209 -0.19
C 23.48748 10.29485 18.86738 0.00
C 21.70118 12.10759 19.12105 -0.14
C 20.82750 11.84987 17.90326 -0.07
C 23.16808 11.26531 21.11572 -0.03
C 24.20202 12.43529 21.05722 -0.16
O 25.38062 12.15676 20.21670 -0.20
C 26.52612 12.79537 20.79856 -0.09
H 19.67297 8.91917 21.13296 0.09
H 19.88869 10.72162 21.21196 0.05
H 20.92359 9.68692 22.22042 0.08
H 20.87717 9.53590 19.04220 0.10
H 21.86194 8.66209 20.16355 0.12
H 24.13046 9.65882 19.47577 0.11
H 24.00924 11.06547 18.29993 0.10
H 22.99794 9.65537 18.13286 0.10
H 22.41668 12.83850 18.74430 0.11
H 21.18400 12.61194 19.93730 0.10
H 20.54802 12.81783 17.48726 0.07
H 19.95530 11.19776 17.94926 0.09
H 21.50260 11.40853 17.17010 0.08
H 23.75204 10.36800 21.32044 0.14
H 22.40978 11.59910 21.82400 0.12
H 24.54196 12.70104 22.05818 0.12
H 23.68272 13.27719 20.59936 0.10
H 27.38640 12.60172 20.15786 0.11
H 26.76354 12.36896 21.77320 0.10
H 26.37042 13.85888 20.97968 0.05
C 19.08069 16.27099 13.71258 -0.07
C 18.30176 16.18680 12.41284 -0.14
N 17.91283 17.53159 11.76810 -0.20
C 16.98412 17.16212 10.60130 0.04
C 17.12878 18.42964 12.77198 -0.14
C 16.49126 19.74868 12.23670 -0.04
C 19.12207 18.43304 11.34106 -0.03
C 19.94424 17.78263 10.18852 -0.18
O 20.53074 16.51013 10.49646 -0.20
C 21.33224 16.11347 9.35444 -0.07
H 18.47938 16.49871 14.59272 0.07
H 19.80260 17.08327 13.79728 0.06
H 19.63014 15.34560 13.88546 0.10
H 17.42006 15.60625 12.68426 0.14
H 18.87794 15.58377 11.71108 0.12
H 16.09562 16.66752 10.99380 0.12
H 17.47826 16.57586 9.82654 0.11
H 16.63258 18.05912 10.09146 0.10
H 17.85944 18.68788 13.53850 0.10
H 16.36797 17.81191 13.24912 0.12
H 15.60738 20.02427 12.81194 0.06
H 15.90878 19.78580 11.31614 0.09
H 17.33464 20.43815 12.27476 0.07
H 19.74569 18.58435 12.22216 0.10
H 18.76458 19.42677 11.07122 0.13
H 20.77550 18.43674 9.92533 0.12
H 19.28058 17.73350 9.32525 0.12
H 20.83606 16.18159 8.38632 0.10
H 21.67654 15.09094 9.50938 0.10
H 22.24378 16.67171 9.14096 0.08
C 31.11552 18.50583 18.76036 -0.03
C 29.95392 19.46664 18.46611 -0.14
N 28.81908 19.68636 19.56099 -0.22
C 29.44298 20.14250 20.88137 0.04
C 27.84276 20.73046 18.94542 -0.18
C 28.33856 22.12370 18.71761 -0.06
C 28.13910 18.34301 19.92172 -0.05
C 27.23264 17.60575 18.85224 -0.18
O 26.82294 16.32665 19.24976 -0.19
C 25.93376 15.66996 18.33832 -0.06
H 31.91488 18.77341 18.06933 0.11
H 30.85152 17.49853 18.43828 0.09
H 31.45254 18.60648 19.79205 0.09
H 29.49206 19.28209 17.49620 0.12
H 30.45980 20.43131 18.42654 0.11
H 29.98040 21.06078 20.64464 0.12
H 30.10100 19.43394 21.38442 0.12
H 28.56592 20.28499 21.51272 0.11
H 26.95928 20.75942 19.58318 0.13
H 27.48914 20.25362 18.03128 0.11
H 27.60638 22.71869 18.17172 0.07
H 29.22112 22.08567 18.07908 0.07
H 28.56752 22.57384 19.68355 0.10
H 27.59148 18.53466 20.84449 0.10
H 28.92862 17.69435 20.30115 0.14
H 27.77280 17.43076 17.92180 0.12
H 26.28794 18.09407 18.61312 0.10
H 24.95856 16.15684 18.34536 0.07
H 25.67440 14.63667 18.56884 0.09
H 26.28250 15.65343 17.30576 0.08
C 23.93488 18.92293 11.24366 -0.05
C 24.73750 18.29150 12.38174 -0.13
N 25.43802 19.28222 13.40020 -0.20
C 24.41774 20.34259 13.81696 0.00
C 25.75742 18.43056 14.71340 -0.11
C 26.70866 17.20389 14.45124 -0.03
C 26.68862 19.93339 12.63126 -0.01
C 27.49740 20.95933 13.46570 -0.17
O 28.23496 20.46937 14.60094 -0.20
C 28.78360 21.51001 15.40686 -0.08
H 24.51088 19.29385 10.39586 0.10
H 23.17410 19.63383 11.56602 0.08
H 23.13842 18.31406 10.81582 0.07
H 25.51310 17.61501 12.02270 0.12
H 24.02168 17.71355 12.96626 0.12
H 24.91906 20.98184 14.54368 0.08
H 23.49478 19.91568 14.20938 0.09
H 24.15948 21.03526 13.01596 0.11
H 24.77820 18.21377 15.14028 0.10
H 26.10004 19.22928 15.37124 0.10
H 26.33758 16.39085 13.82726 0.09
H 27.11272 16.88870 15.41328 0.06
H 27.64070 17.49655 13.96776 0.08
H 26.30196 20.34855 11.70054 0.14
H 27.29464 19.13739 12.19854 0.13
H 26.87982 21.82594 13.70166 0.12
H 28.25506 21.41232 12.82628 0.14
H 29.37412 22.15987 14.76102 0.11
H 29.61254 21.05413 15.94826 0.08
H 28.07292 22.01510 16.06101 0.07
C 17.63586 23.11851 18.34432 -0.06
C 17.57916 23.06937 16.82118 -0.16
N 16.37492 22.25909 16.28244 -0.19
C 14.97230 22.84045 16.62346 0.06
C 16.47533 22.18099 14.74630 -0.15
C 16.83109 23.51864 14.02782 -0.03
C 16.55796 20.85254 16.99260 -0.05
C 15.78558 19.68836 16.34224 -0.25
O 14.47210 20.03250 16.13246 -0.19
C 13.77620 19.01004 15.33764 -0.04
H 18.18662 23.95601 18.77251 0.09
H 18.09210 22.20323 18.72139 0.05
H 16.68108 23.17389 18.86726 0.09
H 18.52088 22.65793 16.45788 0.11
H 17.37786 24.04622 16.38147 0.12
H 14.80536 22.73925 17.69584 0.10
H 14.13720 22.46868 16.02976 0.11
H 15.07344 23.89035 16.34855 0.11
H 15.49628 21.78367 14.47850 0.11
H 17.17322 21.36299 14.56766 0.09
H 16.64858 23.49753 12.95342 0.09
H 17.89088 23.74083 14.15270 0.07
H 16.16182 24.32198 14.33572 0.09
H 16.43708 20.89343 18.07510 0.10
H 17.60796 20.64164 16.78984 0.09
H 15.74782 18.82485 17.00634 0.10
H 16.25292 19.12091 15.53744 0.11
H 13.87926 17.95056 15.57212 0.09
H 14.18254 19.06144 14.32752 0.07
H 12.69356 19.08520 15.23586 0.11
N 17.26334 20.29492 21.79060 -0.67
O 17.96520 19.54949 22.39752 0.00
O 17.39834 20.32043 20.54408 -0.12
O 16.52652 21.06285 22.39370 0.01
N 20.73280 13.66943 22.66626 -0.67
O 21.22500 13.55905 23.76254 0.01
O 21.32662 14.35453 21.86318 -0.10
O 19.71735 13.04504 22.31132 -0.03
N 19.97818 20.40138 14.42588 -0.65
O 20.94348 19.74266 14.12660 -0.04
O 19.45446 20.25637 15.54138 -0.07
O 19.66398 21.29934 13.66228 0.00
```